{"formula": "CH6N3", "method": "ωB97M-V with the def2-TZVPD basis set", "species": ["N", "N", "N", "C", "H", "H", "H", "H", "H", "H"], "coordinates": [[-0.204, 0.517, -0.100], [0.698, -0.374, -0.065], [-1.584, 0.067, 0.013], [1.799, 0.226, 0.045], [-1.995, 0.465, 0.880], [2.735, -0.302, -0.023], [-1.719, -0.965, 0.029], [0.584, -1.392, -0.167], [1.802, 1.297, 0.170], [-2.114, 0.460, -0.784]], "total_charge": 1, "de_lowest_ev": 5.1689, "homo_energy_ev": -13.1, "gap_ev": 9.3, "multiplicity": 1, "e_lumo_ha": -0.1418}